## P
4 unconnected molecules or ions with the total composition C2H11NO4, computed with wB97M-V/def2-TZVPD.

Properties
- frontier orbital gap (eV) = 10.35
- lowest unoccupied orbital energy (hartree) = 0.022
- structure (SMILES) = NCC=O.O.O.O
- total charge = 0

Atoms and positions in Å:
O 2.92424 -1.32020 -0.54373
C 2.59314 -0.18203 -0.33351
C 2.88073 0.84459 -1.37890
N 1.67317 1.22838 -2.21621
H 2.29329 0.16765 0.67632
H 3.75178 0.77102 -2.01875
H 2.91495 1.70562 -0.70590
H 1.24843 1.98375 -1.68066
H 0.95471 0.51062 -2.10736
H 0.48300 1.76036 6.03986
H 0.83699 3.18678 6.36577
O 1.08373 2.28037 6.56273
H -3.72743 -1.21197 -6.39948
H -3.04910 0.08400 -6.54253
O -2.84372 -0.83626 -6.42463
H -4.19864 -3.99497 3.05484
H -4.95523 -3.61524 4.28712
O -4.86403 -3.36247 3.36504

***

## Q
4 unconnected molecules or ions with the total composition C2H11NO4, computed with wB97M-V/def2-TZVPD.

Properties
- frontier orbital gap (eV) = 10.33
- lowest unoccupied orbital energy (hartree) = 0.022
- structure (SMILES) = CC(N)=O.O.O.O
- total charge = 0

Atoms and positions in Å:
C -1.12087 -0.23059 -0.65679
C -0.12056 -0.42186 -1.75091
N 0.41921 -1.66886 -1.86831
O 0.23335 0.47033 -2.50066
H -0.78360 0.56925 -0.00780
H -1.27686 -1.11838 -0.04271
H -2.11177 -0.00774 -1.05457
H 0.08600 -2.43686 -1.32349
H 1.20093 -1.81438 -2.47863
H 1.00983 4.38129 -3.44891
H 0.02795 4.15019 -2.28556
O 0.87858 4.54974 -2.51128
H -1.54457 -3.84002 3.13213
H -2.13413 -2.40658 3.02695
O -1.31648 -2.90351 3.10833
H 1.88460 0.71970 4.25735
H 2.77181 1.17561 3.10192
O 1.89658 0.83267 3.30293

***

## R
A molecular structure, C2H11NO4, computed with wB97M-V/def2-TZVPD.

Properties
- frontier orbital gap (eV) = 10.90
- lowest unoccupied orbital energy (hartree) = 0.029
- total charge = 0

Atoms and positions in Å:
C -0.87735 0.46622 -1.76402
N 0.14330 0.17193 -0.97493
C 1.41517 -0.29037 -1.53694
O -1.99536 0.77394 -1.27013
H -0.66567 0.54615 -2.85602
H 0.10892 0.06163 0.16103
H 2.29409 0.16928 -1.07434
H 1.41970 -0.14013 -2.60184
H 1.47397 -1.35948 -1.34331
H 0.43113 -1.59853 2.70648
H -0.75300 -0.78810 1.60297
O 0.25976 -1.36649 1.83763
H -1.91491 0.06568 1.72738
H -1.71993 0.29952 0.02476
O -1.55186 -0.17198 0.95225
H 1.76467 -0.14920 1.78505
H 2.60463 1.12449 2.29890
O 2.12826 0.70329 1.50515

***

Verdict on stability: Q comes out on top.

***

## P
A gas-phase ion, C6H14NO (charge +1), computed with wB97M-V/def2-TZVPD.

Properties
- frontier orbital gap (eV) = 11.40
- lowest unoccupied orbital energy (hartree) = -0.106
- structure (SMILES) = CC(=O)C[N+](C)(C)C
- total charge = +1

Atoms and positions in Å:
C -1.79727 -0.09982 -0.12117
C -2.97706 0.73850 0.23286
C 0.80173 -1.06346 1.11534
C 1.03216 -0.94295 -1.19270
C 2.15654 0.71861 0.16798
C -0.26383 0.76269 -0.12549
N 0.97035 -0.08838 0.00071
O -1.78843 -1.22870 -0.49627
H -3.08605 0.79738 1.32685
H -3.17302 1.85562 -0.05243
H -3.86701 0.25903 -0.14795
H -0.20098 -1.48702 0.92001
H 1.44668 -1.96456 1.25752
H 0.84349 -0.55990 2.00064
H 1.07073 -0.16161 -1.97901
H 1.91101 -1.61923 -1.17435
H 0.13707 -1.43307 -1.31494
H 2.24453 1.10294 -0.83954
H 2.01047 1.48913 0.85779
H 3.07429 0.12886 0.22860
H -0.16251 1.68910 0.47965
H -0.38292 1.10684 -1.14409

***

## Q
A gas-phase ion, C6H14NO (charge +1), computed with wB97M-V/def2-TZVPD.

Properties
- frontier orbital gap (eV) = 10.59
- lowest unoccupied orbital energy (hartree) = -0.128
- structure (SMILES) = C[C@@H]1O[C@H]1C(C)(C)[NH3+]
- total charge = +1

Atoms and positions in Å:
C -0.77443 1.56994 -0.58541
C 0.40563 0.74889 -0.33556
C -0.75508 2.66839 -1.68878
C 0.86358 -2.08930 -0.41099
C -1.11764 -1.08438 0.84746
C 0.35259 -0.95205 0.39810
N 1.08211 -0.74126 1.66710
O 0.06956 1.71951 0.55229
H -1.78888 1.10605 -0.52185
H 1.35424 0.71025 -0.80568
H 0.13717 3.21245 -1.70044
H -1.56779 3.37939 -1.70815
H -0.73865 2.42628 -2.72738
H 1.90657 -1.97768 -0.70571
H 0.38522 -2.08602 -1.36896
H 0.70104 -3.15894 -0.02510
H -1.15866 -1.63221 1.70742
H -1.46289 -0.08588 1.12886
H -1.69376 -1.42352 0.03011
H 1.91411 -0.24417 1.71450
H 1.45885 -1.66970 2.12090
H 0.42711 -0.39604 2.41728

***

Verdict on stability: P comes out on top.

***

## P
A gas-phase ion, C6H14NO (charge +1), computed with wB97M-V/def2-TZVPD.

Properties
- frontier orbital gap (eV) = 10.59
- lowest unoccupied orbital energy (hartree) = -0.147
- structure (SMILES) = CC(C)C[C@H]([NH3+])C=O
- total charge = +1

Atoms and positions in Å:
O -0.68233 -2.58002 -1.75475
C -0.53377 -1.39126 -1.79557
C 0.19569 -0.68510 -0.67266
C -0.59652 0.32554 0.13701
C 0.13968 1.19233 1.15748
C -0.92334 2.18050 1.69284
C 0.64853 0.28633 2.31090
N 1.38391 0.08661 -1.30120
H -0.94980 -0.86086 -2.66846
H 0.67003 -1.41865 -0.02660
H -1.06282 1.00529 -0.58196
H -1.48750 -0.09951 0.58662
H 0.96524 1.78071 0.76233
H -1.76500 2.31007 1.01470
H -0.51211 3.18279 1.69754
H -1.28744 2.01784 2.70921
H 1.74150 0.18761 2.27617
H 0.36111 -0.75414 2.14256
H 0.35850 0.63368 3.29650
H 1.72705 0.71363 -0.57371
H 1.10620 0.60504 -2.13585
H 2.13096 -0.55554 -1.56849

***

## Q
A gas-phase ion, C6H14NO (charge +1), computed with wB97M-V/def2-TZVPD.

Properties
- frontier orbital gap (eV) = 8.66
- lowest unoccupied orbital energy (hartree) = -0.140
- structure (SMILES) = [NH3+]CCCCCC=O
- total charge = +1

Atoms and positions in Å:
O -2.63375 -0.62306 -0.71056
C -2.09952 -1.64202 -0.36925
C -0.64395 -2.00040 -0.55007
C 0.34276 -0.97410 -1.14347
C 0.02281 0.52681 -0.96830
C 0.30285 1.10865 0.42070
C 1.77409 1.08701 0.78846
N 1.99479 1.91846 2.03823
H -2.69780 -2.42457 0.13292
H -0.63607 -2.93349 -1.12470
H -0.28559 -2.23396 0.45363
H 1.32433 -1.17001 -0.71414
H 0.48920 -1.11683 -2.20920
H -0.99539 0.72488 -1.26996
H 0.55833 1.08380 -1.72628
H -0.28383 0.55617 1.15372
H -0.03700 2.15122 0.40365
H 2.10368 0.10024 1.02310
H 2.42992 1.51054 0.02307
H 1.95871 2.91225 1.82432
H 1.31207 1.69677 2.75514
H 2.92937 1.77671 2.41511

***

Verdict on stability: Q comes out on top.

***

## P
A molecular structure, C5H11N3, computed with wB97M-V/def2-TZVPD.

Properties
- frontier orbital gap (eV) = 8.25
- lowest unoccupied orbital energy (hartree) = 0.031
- total charge = 0

Atoms and positions in Å:
C 0.72961 1.90149 -0.79282
C -1.71857 -0.87861 0.14613
N 0.14040 0.58309 -0.76646
N 0.95582 -0.30517 0.03335
C -0.74309 0.20025 0.52029
C 1.32092 -1.58142 -0.40175
C -0.92824 1.01518 1.57901
N 0.82807 -2.10606 -1.43585
H 1.55543 0.08811 0.75677
H 1.19315 -3.03851 -1.60456
H 2.04321 -2.04033 0.28559
H 0.03048 2.54477 -1.32487
H 1.69693 1.86238 -1.30300
H 0.90858 2.36927 0.18908
H -1.77551 -1.64352 0.92129
H -2.70694 -0.43642 0.03334
H -1.42829 -1.33649 -0.79434
H -0.21218 1.75641 1.89385
H -1.88980 1.04559 2.06496

***

## Q
A single C5H11N3 molecule, computed with wB97M-V/def2-TZVPD.

Properties
- frontier orbital gap (eV) = 8.90
- lowest unoccupied orbital energy (hartree) = 0.039
- total charge = 0

Atoms and positions in Å:
C 1.70811 -1.33814 1.27864
N 0.66334 -0.42093 0.91953
C 0.74498 -1.16154 -1.32681
N 0.26651 -0.46366 -0.33126
H 0.49689 1.42989 0.93274
H 1.42451 -2.38180 1.09025
H 1.88304 -1.22377 2.34604
H 2.63862 -1.14340 0.72668
H 1.50333 -1.90231 -1.16992
H 0.40776 -0.95087 -2.32290
C -1.92700 0.41685 0.16506
C -0.65871 0.65760 -0.61463
C 0.00774 1.93099 -0.09091
N -3.03400 0.46545 -0.42654
H -3.83903 0.27281 0.16621
H -1.76534 0.23262 1.23275
H -0.88391 0.68538 -1.68156
H 0.96976 2.09756 -0.57163
H -0.60659 2.79727 -0.32173

***

## R
A molecular structure, C5H11N3, computed with wB97M-V/def2-TZVPD.

Properties
- frontier orbital gap (eV) = 8.91
- lowest unoccupied orbital energy (hartree) = 0.036
- total charge = 0

Atoms and positions in Å:
C -0.75889 -0.46829 -0.35197
C 0.52221 -1.40400 -0.47970
C 1.74046 -0.59757 0.23344
C 1.15756 0.84372 -0.12909
C -0.22060 0.97869 0.29017
H -2.21516 -1.04259 1.41241
H -2.41220 -1.73059 -0.15590
H -1.24191 0.01164 -1.24065
H 0.53622 -1.80801 -1.57046
H 0.45226 -2.25310 -0.01544
H 1.67602 -1.10316 1.28984
H 3.08034 0.72482 0.90660
H 1.33863 0.92684 -1.21494
H -0.01165 0.87282 1.44679
H -2.23998 1.72671 0.04455
H -0.91110 2.96139 -0.47201
N -2.00674 -0.78828 0.31925
N 2.67295 0.42883 -0.04512
N -1.15843 1.72013 -0.26775

***

Verdict on stability: Q comes out on top.

***

## P
A single C2H5N3OS molecule, computed with wB97M-V/def2-TZVPD.

Properties
- frontier orbital gap (eV) = 8.90
- lowest unoccupied orbital energy (hartree) = 0.010
- structure (SMILES) = N/N=C/ONC=S
- total charge = 0

Atoms and positions in Å:
C -0.88832 0.70603 0.08353
C 2.61718 0.32175 0.04786
H -3.14362 -0.34576 0.97179
H -2.57349 -1.91033 -0.24344
H -1.71246 1.52359 0.55137
H 1.04976 -0.94264 -0.81175
H 2.65734 1.37445 0.26309
N -2.65281 -0.76301 0.11361
N -1.21640 -0.47446 -0.32414
N 1.32568 -0.07452 -0.36839
O 0.39814 1.04322 -0.32639
S 4.13900 -0.45833 0.04285

***

## Q
A single C2H5N3OS molecule, computed with wB97M-V/def2-TZVPD.

Properties
- frontier orbital gap (eV) = 9.23
- lowest unoccupied orbital energy (hartree) = 0.025
- structure (SMILES) = [H]/N=C/N(O)C(N)=S
- total charge = 0

Atoms and positions in Å:
C -0.94105 0.74849 -0.26505
C 1.12158 -0.51411 -0.76825
H -1.63816 0.55993 1.65710
H -2.58218 1.55691 0.59558
H 0.93849 -1.12253 1.32988
H 1.06132 -0.09956 -1.77294
H 2.74123 -1.56408 -0.89418
N -1.78167 0.97113 0.74349
N 0.08866 -0.08611 0.05389
N 1.98563 -1.28541 -0.23862
O 0.14193 -0.57020 1.35354
S -1.13578 1.40552 -1.79443

***

Verdict on stability: Q comes out on top.

***

## P
A single C2H5N3OS molecule, computed with wB97M-V/def2-TZVPD.

Properties
- frontier orbital gap (eV) = 9.65
- lowest unoccupied orbital energy (hartree) = 0.023
- structure (SMILES) = N/N=C\C(=O)NS
- total charge = 0

Atoms and positions in Å:
C 0.05278 0.80166 0.29437
C 0.05939 -0.50523 -0.35749
H -2.32435 0.02766 -0.13711
H -2.97961 1.54756 0.58045
H 0.98297 1.32872 0.51589
H 1.21767 -1.95764 -1.11662
H 3.07050 -0.94199 0.87398
N -2.22718 0.91946 0.41752
N -1.04199 1.44716 0.61551
N 1.28941 -1.08603 -0.62554
O -0.94713 -1.12158 -0.67693
S 2.84755 -0.45973 -0.38404

***

## Q
A single C2H5N3OS molecule, computed with wB97M-V/def2-TZVPD.

Properties
- frontier orbital gap (eV) = 8.68
- lowest unoccupied orbital energy (hartree) = 0.004
- structure (SMILES) = C/N=[N+](\[S-])C(N)=O
- total charge = 0

Atoms and positions in Å:
C 1.59103 -0.95508 -0.05318
C -1.61269 1.22464 -0.03822
N -0.64931 0.16975 0.03366
N 0.76528 -1.95709 0.08103
N 0.56113 0.49832 0.07250
O 2.73776 -0.74805 -0.19677
S 1.32326 1.89038 0.09958
H -1.52902 1.73134 -1.00693
H -1.43781 1.97582 0.73579
H -2.60428 0.78896 0.06100
H -0.22032 -1.70329 0.15692
H 1.07498 -2.91570 0.05461

***

Verdict on stability: P comes out on top.

***

## P
A molecular structure, C2H5N3OS, computed with wB97M-V/def2-TZVPD.

Properties
- frontier orbital gap (eV) = 9.19
- lowest unoccupied orbital energy (hartree) = 0.022
- total charge = 0

Atoms and positions in Å:
C 0.41677 -0.49315 0.43797
C -0.57815 1.54162 -0.91950
H -0.36110 -3.12031 0.10711
H 1.52137 -3.38444 0.52617
H -0.64751 -0.78197 0.65726
H -0.72478 0.71284 -1.77228
H -0.39471 2.54061 0.80181
N 0.86796 -2.73229 0.12314
N 1.30802 -1.38044 0.33541
N -1.12617 2.66965 -0.81150
O -1.04084 3.27289 0.31053
S 0.75915 1.15501 0.20387

***

## Q
A single C2H5N3OS molecule, computed with wB97M-V/def2-TZVPD.

Properties
- frontier orbital gap (eV) = 9.27
- lowest unoccupied orbital energy (hartree) = 0.024
- structure (SMILES) = O/N=C\N/C=N\S
- total charge = 0

Atoms and positions in Å:
C 0.43646 -1.25885 -0.60170
C -0.45924 0.84833 0.52303
H -0.45389 -0.41659 -3.99322
H 1.00700 -2.07982 -0.27794
H 1.06399 -0.56699 1.20250
H -1.17842 1.15721 -0.31819
H 0.09277 1.40662 3.36393
N 0.04112 -1.29365 -1.82174
N 0.34107 -0.28059 0.42015
N -0.61496 1.54339 1.60920
O 0.33162 0.90145 2.58376
S -0.60752 0.03949 -2.68977

***

## R
A single C2H5N3OS molecule, computed with wB97M-V/def2-TZVPD.

Properties
- frontier orbital gap (eV) = 9.98
- lowest unoccupied orbital energy (hartree) = 0.026
- structure (SMILES) = [H]/N=C(\NS)ON=C
- total charge = 0

Atoms and positions in Å:
C 0.48620 0.90801 -0.02331
C -2.36983 -1.19350 -0.11563
H 2.27553 -1.45611 1.03443
H 2.44047 1.21602 0.12565
H 0.62488 2.77404 -0.24423
H -3.42092 -1.11858 -0.60206
H -2.12371 -2.31089 0.27526
N 1.77478 0.55030 -0.12745
N -0.10521 2.03231 -0.11358
N -1.64418 -0.14714 -0.28896
O -0.24869 -0.20762 0.31635
S 2.31066 -1.04684 -0.23647

***

Verdict on stability: Q comes out on top.